This record from the OMol25 dataset describes a 4-piece molecular cluster, C3H16NO3 overall. The level of theory is ωB97M-V with the def2-TZVPD basis set.

Geometry as XYZ:
```
23
Properties=species:S:1:pos:R:3:forces:R:3
C -2.023194 -0.671787 1.164393 1.6335 -2.0178 0.2180
H 3.322183 3.792967 2.597204 -3.3755 -0.4269 2.0648
H 2.475489 -3.700818 -3.583014 -0.2348 -1.5249 0.3957
C -1.312181 -1.015355 -0.170661 2.0277 -0.6045 3.4730
H 0.571854 2.507790 1.380096 0.5173 1.4934 -0.5666
H -1.356100 -0.244402 1.903348 0.1687 0.1296 -0.0580
H 2.527565 3.592268 3.977017 0.7887 -0.1575 2.7246
O 2.376883 3.673478 3.077211 2.4732 0.5008 -4.8680
C -2.243545 -1.636515 -1.127000 -0.7439 -0.5214 -2.9173
H -0.330242 0.191182 -1.628131 0.0725 -0.1759 -0.9637
H -1.259107 1.178056 -0.668985 0.3438 -1.3429 0.1311
O 2.469961 -2.793943 -3.818255 3.2516 1.7283 -1.0113
H 3.474086 -2.659233 -4.065593 -3.0519 -0.1769 0.6555
H -2.913787 -2.427703 -0.706429 1.1707 0.4146 -0.2036
H -2.836717 -0.050194 1.036198 -1.7775 1.4928 -0.4531
H -1.737650 -1.941730 -2.089365 -0.2064 -0.5111 1.2283
N -0.650673 0.316888 -0.687322 -5.5471 -1.6894 -3.1543
O 0.324348 1.598642 1.381420 -0.2842 -0.2651 -0.8699
H 0.090438 0.529130 -0.188302 4.7355 1.3410 3.7836
H -2.964074 -0.956309 -1.596407 -0.0644 0.5910 0.7003
H 0.392417 1.470365 2.305720 0.0784 -0.9007 1.7069
H -2.409119 -1.606407 1.617022 0.2462 0.3758 -0.3989
H -0.388536 -1.776643 0.197467 -2.2219 2.2475 -1.6173
```
Positions in Å, forces in eV/Å.

Values from the calculation:
Energy relative to the best compared isomer or geometry (same formula, charge and spin) (kcal/mol): 47.05
Frontier orbital gap (eV): 11.017
Net charge: +1

Atomic partial charges in e from the natural (NBO) method, atoms 1 to 8:
1 C -0.63
2 H 0.49
3 H 0.47
4 C -0.03
5 H 0.50
6 H 0.23
7 H 0.48
8 O -0.97

***

This record from the OMol25 dataset describes C10H15Cl2NOsS as an isolated structure. The level of theory is ωB97M-V with the def2-TZVPD basis set.

Geometry as XYZ:
```
30
Properties=species:S:1:pos:R:3:forces:R:3
C -0.616701 -1.332943 -2.450452 0.0117 -0.0934 -0.0653
H 0.017750 -0.810481 3.483484 0.0274 0.1851 -0.0165
Os 1.327211 -0.250334 0.541518 3.2965 3.7791 -3.0023
H -2.398500 -0.584768 -1.490102 0.3592 -0.0113 0.2967
S -0.252120 2.837660 3.573689 0.3062 -1.5544 -0.1244
C 0.012998 0.265740 3.360424 -0.0671 1.7327 -0.2091
H -1.170459 -1.999465 -3.129772 0.1309 0.1636 0.2143
C -0.286682 -0.028984 -3.176679 -0.2801 -0.0954 -0.1089
H 1.496210 0.982252 -2.500683 -0.2554 0.0183 0.1052
Cl 3.170517 -0.474646 1.975600 -0.0424 -0.0382 0.1258
C 0.454466 2.154440 2.162910 -0.1849 -1.4844 0.7620
H -1.223190 0.402023 -3.564492 0.1316 -0.1241 0.1237
C -0.443095 1.223196 4.241895 0.5538 -0.3627 -1.2903
H 0.330667 -0.248602 -4.059829 -0.1077 0.0991 0.2435
H -1.382594 0.166409 0.627112 0.2643 -0.1378 -0.1922
C 0.362358 -1.816143 0.955350 -2.2734 -7.1770 2.2370
H -1.716655 -2.025361 -0.719253 -0.0816 0.1130 -0.1329
C 0.417143 1.018793 -2.299182 0.4323 0.2964 -0.1526
H -0.623674 -2.285353 0.822101 0.6191 0.1992 -0.2217
Cl 2.519972 -1.052946 -1.276031 -0.2578 0.1051 0.7194
H -0.861274 1.028302 5.214056 -0.0572 0.1976 0.0310
H 1.009354 -2.513629 1.530092 -0.4434 0.2436 0.3379
H 0.092062 2.012609 -2.653276 0.0673 -0.2484 0.3144
N 0.515834 0.814390 2.169173 -0.6786 2.0721 1.0270
H 0.071726 1.924324 -0.344470 -0.1620 -0.2521 -0.0774
C -0.737852 -0.178508 -0.188897 0.6039 3.5211 -1.4996
C -1.449484 -1.072585 -1.191792 0.5382 -0.3589 0.0696
H 0.319718 -1.837435 -2.181698 -0.3567 -0.0137 -0.0358
H 0.854205 2.751236 1.351205 -0.1334 -0.1108 0.1876
C 0.190089 0.930808 -0.782001 -1.9606 -0.6636 0.3340
```
Positions in Å, forces in eV/Å.

Values from the calculation:
<S²>: 6.014
Frontier orbital gap (spin up / spin down) (eV): 5.755 / 6.276
2S+1: 5
Net charge: 0

Atomic partial charges in e from the natural (NBO) method, atoms 1 to 8:
1 C -0.41
2 H 0.26
3 Os 1.09
4 H 0.22
5 S 0.48
6 C -0.02
7 H 0.21
8 C -0.40

***

This record from the OMol25 dataset describes C12H15BCl2N6O2W as an isolated structure. The level of theory is ωB97M-V with the def2-TZVPD basis set.

Geometry as XYZ:
```
39
Properties=species:S:1:pos:R:3:forces:R:3
Cl 0.669431 3.302601 3.000153 0.0268 -0.3242 0.0536
C 2.082455 -1.386614 -3.893552 -0.7704 0.6617 1.0472
H 3.466914 -3.052912 -3.433866 -0.0767 -0.0049 0.0313
C 0.795496 1.603822 3.540319 -0.4477 -0.4278 0.1924
N 1.288192 -0.638939 -3.106655 0.9218 0.2814 0.3762
C -3.224051 -0.569942 -3.308225 -0.1039 0.2297 -1.1426
N -1.453448 -0.261166 -2.067908 2.1854 0.3870 1.8129
H -2.086175 -1.523911 3.660141 -1.0375 1.9213 0.6078
C -1.648885 -2.416003 3.387721 1.0245 -2.2224 -0.5282
H 2.122834 -1.165849 -4.955900 -0.0464 -0.2625 0.2078
C 1.054519 3.143102 -0.939946 0.2890 -0.1238 -1.3569
N 0.790097 1.847962 -1.323772 0.0514 -0.0277 0.0824
C 2.761754 -2.308915 -3.099800 0.0976 -0.4473 1.2574
H -2.200749 0.124982 -5.193487 0.1810 -0.0835 0.5800
N 1.492411 -1.009842 -1.780509 0.2509 0.8968 0.6536
H 1.025465 3.233886 -4.246999 -0.1680 0.0398 0.1927
H 1.719099 1.492804 4.124714 -0.3004 -0.0514 -0.3649
H -4.232539 -0.830099 -3.609192 0.2763 0.1091 -0.0211
H 0.462330 0.758687 -4.709892 0.5101 0.0868 0.2240
H -1.049156 -2.813947 4.210887 -0.0925 0.0995 -0.1068
H -1.000059 -2.262224 2.523277 0.0069 -0.0199 -0.0434
C 2.360018 -2.068964 -1.779597 0.3142 0.2407 -1.2995
B 0.372390 0.542364 -3.534239 -1.9510 -0.3821 -0.7817
C 1.225191 3.908676 -2.097580 -0.1994 -0.1971 1.0450
C 0.976796 3.059685 -3.178470 -0.2134 -0.8903 0.8201
H 1.501318 4.947566 -2.135451 -0.1164 0.0651 -0.0334
O -0.270588 0.411487 1.720283 2.3863 -0.2731 -2.1390
N -1.105215 0.088953 -3.322844 -0.1039 0.0018 0.5533
H -2.406887 -3.160227 3.126443 0.1099 0.2085 0.0402
O 1.974016 0.664199 1.611950 -0.2936 -0.2510 -0.5667
C -2.705567 -0.654015 -2.019347 -0.1415 0.1687 -1.0785
H 1.093747 3.392033 0.118290 0.1569 0.0913 -0.3143
C 0.800787 0.807125 2.227278 -0.5167 0.9243 2.1267
H -3.238786 -0.976189 -1.153651 0.1785 -0.0715 0.5685
H 2.611319 -2.519506 -0.823288 0.1699 -0.1710 -0.3945
C -2.194397 -0.088667 -4.120704 -0.4520 -0.2227 0.2261
Cl -0.597894 1.064795 4.508212 0.7165 0.3781 -0.3456
N 0.666507 1.834855 -2.714809 1.1598 -0.0269 0.6326
W 1.153508 0.213945 -0.112285 -3.9827 -0.3104 -2.8147
```
Positions in Å, forces in eV/Å.

Values from the calculation:
<S²>: 2.054
Frontier orbital gap (spin up / spin down) (eV): 4.245 / 5.156
2S+1: 3
Net charge: +2

Atomic partial charges in e from the natural (NBO) method, atoms 1 to 8:
1 Cl 0.07
2 C 0.13
3 H 0.29
4 C -0.33
5 N -0.29
6 C -0.31
7 N -0.29
8 H 0.21

***

This record from the OMol25 dataset describes one molecule with the formula C5H6O2. The level of theory is ωB97M-V with the def2-TZVPD basis set.

Geometry as XYZ:
```
13
Properties=species:S:1:pos:R:3:forces:R:3
C 1.592934 -0.479107 0.047233 0.5041 -0.2269 0.2712
C 0.180303 1.434499 -0.240638 -0.0651 -0.3989 0.1115
H 3.615088 -1.492236 0.239898 -0.0703 0.0373 -0.0373
H -1.008805 -1.425992 -0.946214 0.1035 0.0540 0.0747
H -2.104030 0.126119 1.133828 -0.0368 -0.0762 -0.1649
H -0.646477 -1.591067 0.784407 -0.0528 0.0111 -0.2165
O -0.978599 2.028287 -0.560765 0.0794 0.2886 -0.0336
C 2.664144 -1.023924 0.139919 -0.2897 0.1384 0.0104
H 1.006950 2.125279 -0.078060 -0.1413 -0.2139 -0.2984
C -0.871465 -0.871476 -0.013657 0.1631 0.0148 0.0142
O -2.128307 -0.238965 0.238005 0.0739 0.0443 0.1339
H -1.621609 1.306204 -0.664440 -0.3445 0.2105 0.1179
C 0.299870 0.102381 -0.079519 0.0766 0.1170 0.0168
```
Positions in Å, forces in eV/Å.

Values from the calculation:
Energy relative to the best compared isomer or geometry (same formula, charge and spin) (kcal/mol): 59.54
Frontier orbital gap (eV): 9.094
Net charge: 0
SMILES string: C#C/C(=C/O)CO

Atomic partial charges in e from the natural (NBO) method, atoms 1 to 8:
1 C -0.03
2 C 0.22
3 H 0.24
4 H 0.20
5 H 0.48
6 H 0.19
7 O -0.67
8 C -0.24

***

This record from the OMol25 dataset describes CHIN2OS2 as an isolated structure. The level of theory is ωB97M-V with the def2-TZVPD basis set.

Geometry as XYZ:
```
8
Properties=species:S:1:pos:R:3:forces:R:3
C -0.940627 0.090420 0.595322 0.8259 -1.7050 1.0122
S 0.348857 -0.275954 1.637151 -0.0514 1.5821 -2.4744
H 2.439075 0.188418 0.690490 -2.2010 0.0519 -0.3666
N -0.173039 -1.019578 -1.803852 0.2314 -1.2189 -0.4368
S -0.131500 0.175451 -1.047258 -0.8868 -0.0241 1.0587
N 1.387339 0.178830 0.460180 2.2137 -0.7218 1.5838
I -2.716722 -0.879121 0.855235 -0.4944 0.1552 0.0050
O -0.213384 1.541535 -1.387267 0.3626 1.8806 -0.3818
```
Positions in Å, forces in eV/Å.

Values from the calculation:
Energy relative to the best compared isomer or geometry (same formula, charge and spin) (kcal/mol): 0.70
Frontier orbital gap (spin up / spin down) (eV): 7.485 / 7.003
Net charge: 0

Partial charges, natural (NBO), in e:
1 C -0.75
2 S 0.87
3 H 0.42
4 N -0.89
5 S 1.93
6 N -1.01
7 I 0.31
8 O -0.88

***

This record from the OMol25 dataset describes an isolated ion of composition C2H5BrNO and charge +1. The level of theory is ωB97M-V with the def2-TZVPD basis set.

Geometry as XYZ:
```
10
Properties=species:S:1:pos:R:3:forces:R:3
H -0.611339 1.294424 -0.857433 0.4824 0.6960 0.5428
H 1.802794 -0.850340 -1.035890 -0.2002 0.3976 0.5395
C 1.971660 -0.320933 -0.063969 2.2179 -1.3868 -1.1840
O 1.664674 2.062835 0.019051 3.9307 10.3932 -1.2634
Br 3.867690 -0.263181 0.140323 0.6134 0.2755 -0.1384
C 1.316826 0.952645 0.110724 -3.4224 -8.0412 1.1893
H 1.732281 -0.906841 0.785013 -0.8389 -1.0179 0.5607
H -0.124092 -0.131338 -0.431627 -1.2206 -0.5899 1.3119
H -0.502106 1.142818 0.892045 -0.5383 -1.3123 -1.7130
N -0.123872 0.824315 -0.060068 -1.0238 0.5857 0.1546
```
Positions in Å, forces in eV/Å.

Values from the calculation:
Energy relative to the best compared isomer or geometry (same formula, charge and spin) (kcal/mol): 34.95
<S²>: 2.005
Frontier orbital gap (spin up / spin down) (eV): 7.937 / 5.658
2S+1: 3
Net charge: +1

Atomic partial charges in e from the natural (NBO) method, atoms 1 to 8:
1 H 0.45
2 H 0.25
3 C -0.56
4 O -0.06
5 Br 0.14
6 C 0.26
7 H 0.27
8 H 0.47

***

E per entry: -10995.8247, -50445.6340, -53251.5530, -9374.5138, -35845.8257, -75721.9815 eV